{
  "formula": "C15H23IN3O9P2Y",
  "method": "ωB97M-V/def2-TZVPD",
  "elements": ["C", "C", "H", "H", "H", "O", "I", "Y", "P", "C", "C", "H", "H", "H", "H", "H", "H", "C", "H", "H", "H", "P", "C", "C", "H", "H", "H", "C", "H", "H", "H", "H", "H", "H", "C", "O", "O", "N", "O", "C", "C", "C", "C", "O", "C", "C", "N", "O", "O", "N", "O", "O", "H", "H"],
  "xyz": [[2.843807, -0.454465, -0.837016], [1.710236, -0.722291, 0.128451], [2.748037, -1.111713, -1.716509], [3.832407, -0.586926, -0.378309], [2.779930, 0.579077, -1.189810], [0.446508, -0.559418, -0.482527], [1.991900, 0.448415, 1.906454], [-1.470342, -0.594856, -1.563230], [-1.339256, 2.150689, -0.948332], [-2.523896, 3.368665, -1.598666], [-1.636418, 2.241636, 0.852710], [-1.654321, 3.299241, 1.156639], [0.105110, 4.070119, -0.674710], [-0.836414, 1.710838, 1.390046], [1.004362, 2.520672, -0.484383], [-3.541920, 2.952031, -1.596634], [-2.600506, 1.773197, 1.094949], [0.238463, 3.051394, -1.071170], [-2.496769, 4.270477, -0.968339], [0.556506, 3.106547, -2.121645], [-2.262915, 3.638419, -2.629523], [1.806730, -2.496184, 0.731468], [1.312115, -3.548399, -0.633824], [3.458710, -2.938219, 1.257612], [0.632995, -1.837282, 2.712985], [0.892708, -3.611077, 2.625669], [-0.384461, -2.847695, 1.623113], [0.619710, -2.713710, 2.050840], [3.758960, -2.381280, 2.151926], [3.438993, -4.011907, 1.494030], [1.842151, -4.506838, -0.548429], [1.563784, -3.086074, -1.598335], [4.194001, -2.773510, 0.458960], [0.230349, -3.725517, -0.563453], [-1.098467, 1.056228, -3.522070], [-1.018481, 1.752794, -4.435759], [-8.607224, -1.411271, 1.498534], [-7.691105, -2.184106, 1.845892], [-7.874281, -3.140751, 2.630590], [-6.362699, -1.979669, 1.311603], [-6.131809, -0.937758, 0.393893], [-4.869039, -0.810122, -0.193132], [-3.780391, -1.600453, 0.318603], [-2.545283, -1.250554, 0.119362], [-4.078239, -2.745979, 1.104135], [-5.339673, -2.874842, 1.669026], [-3.045168, -3.755219, 1.255273], [-2.149071, -3.849167, 0.383610], [-3.094751, -4.502824, 2.255708], [-4.633049, 0.135211, -1.245222], [-5.350840, 1.122578, -1.377038], [-3.627933, -0.063370, -2.061574], [-6.929215, -0.248945, 0.128199], [-5.546379, -3.667211, 2.383659]],
  "forces_ev_per_a": [[0.2486, 0.2000, -0.3322], [-1.3102, -0.8274, -0.8434], [0.0838, 0.1529, 0.2534], [-0.2934, 0.0188, -0.1267], [0.0097, -0.1121, 0.0478], [0.2547, -0.4045, -0.1267], [0.0432, 0.5715, 0.1066], [1.6157, 0.3154, 1.3028], [0.0130, 0.9809, 1.1196], [-0.3370, -0.1029, -0.1957], [-0.1421, -0.1797, 0.1380], [0.0034, -0.3458, -0.0282], [0.0541, -0.3495, -0.1458], [-0.2786, 0.1634, -0.1640], [-0.2206, 0.2243, -0.2165], [0.2736, 0.2066, -0.0151], [0.2303, 0.1727, 0.0512], [0.2835, -0.2309, -0.2153], [0.0106, -0.2760, -0.2430], [0.0429, 0.1055, 0.2996], [-0.1046, 0.0107, 0.2172], [-0.3450, 0.6779, -0.0738], [-0.0185, -0.2310, -0.2597], [0.2588, -0.1769, 0.0705], [0.0033, -0.3988, -0.1570], [-0.1617, 0.2186, -0.1363], [0.3535, 0.0459, 0.1076], [-0.1689, -0.1926, 0.3181], [-0.1116, -0.0708, -0.1826], [0.0578, 0.2509, -0.0008], [-0.2357, 0.1841, -0.1064], [-0.0002, -0.1823, 0.2813], [-0.2451, -0.0368, 0.1709], [0.2919, -0.0380, -0.0568], [0.3142, 1.9161, -4.2236], [-0.2595, -2.1756, 3.4335], [2.2790, -1.2010, 0.3292], [-3.3308, -0.5663, 1.4852], [0.9756, 1.8863, -1.6916], [1.3294, 0.7743, -0.8829], [-0.4566, -0.5729, 0.2641], [0.3007, -0.7166, 0.8462], [0.5215, 0.1030, -0.6162], [-0.4695, -0.0536, -0.2938], [-0.8238, 0.8983, -0.4039], [0.0123, -0.2015, -0.1718], [1.5164, -2.0431, 1.6008], [-1.6346, 0.3299, 1.1646], [-0.1340, 1.8537, -2.2910], [-0.2404, 1.9544, -0.4525], [1.5101, -2.4002, 0.1012], [-1.4771, 0.1556, 1.1890], [-0.0474, -0.2567, -0.0293], [-0.0449, -0.0283, -0.2158]],
  "nbo_charge": [-0.681, -0.074, 0.220, 0.247, 0.248, -1.004, 0.154, 2.089, 0.773, -0.944, -0.931, 0.258, 0.265, 0.261, 0.254, 0.259, 0.244, -0.934, 0.263, 0.247, 0.256, 1.563, -0.990, -0.990, 0.285, 0.284, 0.278, -0.996, 0.291, 0.282, 0.288, 0.260, 0.280, 0.273, 0.453, -0.353, -0.331, 0.493, -0.329, -0.009, -0.063, -0.082, 0.439, -0.829, -0.004, -0.076, 0.500, -0.409, -0.302, 0.538, -0.223, -0.591, 0.296, 0.306],
  "gap_ev": 7.42,
  "charge": 2,
  "total_energy_ev": -66527.2101,
  "lumo_ev": -7.9,
  "e_above_lowest_ev": 0.000
}

---

{
  "formula": "C15H23KOS2SeSiTe",
  "method": "ωB97M-V/def2-TZVPD",
  "elements": ["K", "C", "Si", "C", "C", "Se", "H", "H", "H", "H", "H", "H", "H", "H", "H", "C", "H", "H", "H", "C", "S", "O", "C", "C", "C", "C", "C", "C", "H", "H", "H", "H", "H", "H", "H", "H", "Te", "C", "C", "C", "C", "S", "H", "H", "H"],
  "xyz": [[1.207313, -3.439059, -0.958606], [-5.247810, -2.183768, -2.926342], [-4.955126, -2.068020, -1.034640], [-5.754971, -3.633674, -0.269815], [-6.045166, -0.604126, -0.459762], [-2.842220, -1.833181, -0.494536], [-6.294932, -2.357984, -3.165792], [-4.661654, -2.988220, -3.361181], [-4.942653, -1.257175, -3.404412], [-6.788301, -3.759467, -0.585485], [-5.738122, -3.567853, 0.814036], [-5.202186, -4.524123, -0.553757], [-7.090348, -0.744302, -0.723393], [-5.701505, 0.318577, -0.914311], [-5.979089, -0.479766, 0.615389], [1.737420, -6.502942, -1.615460], [0.918489, -7.104487, -2.015040], [2.081233, -7.031187, -0.719584], [2.547412, -6.590275, -2.347030], [4.789203, -1.571620, 0.798420], [3.040045, -1.047154, 0.420078], [2.807896, -1.654434, -0.905260], [3.441082, 0.673447, 0.173522], [3.409104, 1.511779, 1.313485], [3.896893, 2.827321, 1.141970], [4.115531, 3.330813, -0.110290], [3.979482, 2.522379, -1.247624], [3.644046, 1.189256, -1.085398], [5.425546, -1.261190, -0.023421], [4.808771, -2.652993, 0.895300], [5.084281, -1.092254, 1.723436], [3.457280, 1.044347, 2.285407], [4.012542, 3.450598, 2.019337], [4.427233, 4.361564, -0.234173], [4.164457, 2.935965, -2.229585], [3.589996, 0.523966, -1.933475], [0.673131, 1.789881, 1.837573], [0.264803, 3.772927, 2.312198], [0.691941, 4.902747, 1.671655], [0.141416, 6.102133, 2.162547], [-0.715901, 5.905479, 3.197265], [-0.839845, 4.222967, 3.591405], [1.384229, 4.858191, 0.846762], [0.362104, 7.080633, 1.760785], [-1.303050, 6.624282, 3.737802]],
  "forces_ev_per_a": [[-0.9975, -1.1695, -0.2787], [-0.0327, -0.0144, 0.4512], [0.0140, -0.0783, -0.0495], [0.0950, 0.3868, -0.2516], [0.2088, -0.3932, -0.1605], [0.0583, -0.0566, -0.0412], [-0.2878, -0.0399, -0.0410], [0.1441, -0.1504, -0.0165], [0.1018, 0.1884, -0.0499], [-0.2926, -0.0125, -0.0946], [0.0516, 0.0513, 0.2185], [0.1602, -0.1284, -0.0769], [-0.3045, -0.0746, -0.0944], [0.1338, 0.2016, -0.1252], [0.0618, -0.0083, 0.2665], [0.0908, 0.4729, 0.1335], [-0.3440, -0.0044, -0.0844], [0.1003, -0.0676, 0.2283], [0.2402, 0.0333, -0.1578], [-0.8844, 0.1634, 0.0482], [1.7727, 0.6907, 0.8206], [0.0819, 0.0361, -1.0815], [-0.3441, 0.3139, 0.9037], [1.4806, -0.3683, -0.6008], [-0.1661, -0.3283, 0.5110], [0.1845, 0.0284, -0.4475], [-0.1466, 0.1552, 0.1892], [0.2131, -0.1228, -0.4057], [-0.0803, 0.1452, -0.1423], [-0.1211, -0.1202, 0.0727], [0.1269, 0.0742, 0.1849], [-0.3331, 0.1922, 0.0927], [-0.0509, 0.0611, -0.0255], [-0.0048, 0.0243, 0.0550], [-0.0516, -0.0574, -0.0500], [-0.1063, -0.0889, -0.1511], [-0.7965, -0.2471, 0.2869], [-0.3263, 0.0473, 0.3703], [0.2830, -0.2858, -0.2157], [-0.2154, 0.4543, 0.2560], [-0.1651, -0.3791, 0.3169], [0.3993, 0.2373, -0.6143], [0.0498, -0.0531, -0.1580], [0.0139, 0.0742, -0.0596], [-0.0146, 0.2169, 0.0683]],
  "nbo_charge": [0.884, -1.113, 1.374, -1.113, -1.114, -0.958, 0.196, 0.224, 0.221, 0.196, 0.221, 0.225, 0.197, 0.225, 0.225, -1.343, 0.154, 0.144, 0.143, -0.793, 1.288, -1.046, -0.341, -0.167, -0.249, -0.203, -0.263, -0.195, 0.228, 0.222, 0.218, 0.225, 0.211, 0.198, 0.199, 0.229, -0.233, -0.438, -0.356, -0.267, -0.467, 0.392, 0.217, 0.198, 0.209],
  "gap_ev": 4.90,
  "charge": -2,
  "total_energy_ev": -136487.6400,
  "lumo_ev": 3.9,
  "e_above_lowest_ev": 1.780
}

---

{
  "formula": "C15H23N3O3",
  "method": "ωB97M-V/def2-TZVPD",
  "elements": ["C", "C", "O", "C", "O", "C", "C", "C", "C", "N", "C", "C", "N", "C", "C", "C", "C", "C", "N", "O", "C", "H", "H", "H", "H", "H", "H", "H", "H", "H", "H", "H", "H", "H", "H", "H", "H", "H", "H", "H", "H", "H", "H", "H"],
  "xyz": [[-3.665131, -3.291240, -0.977458], [-4.679748, -2.270078, -0.484252], [-4.162031, -0.939937, -0.572393], [-3.394572, -0.515135, 0.434542], [-3.152584, -1.160874, 1.419714], [-2.857624, 0.873183, 0.151696], [-2.720721, 1.686179, 1.437246], [-2.045056, 3.015158, 1.123054], [-0.705999, 2.770194, 0.436328], [-0.929047, 2.026067, -0.792198], [0.232812, 1.989496, -1.657686], [1.422209, 1.367869, -1.005213], [1.588623, 0.123422, -0.674887], [2.795118, 0.127031, -0.030699], [3.396017, -1.100916, 0.543779], [4.891187, -0.971727, 0.713279], [5.796984, -1.342775, -0.420811], [5.732312, -2.207903, 0.801472], [3.328322, 1.313902, 0.026047], [2.441779, 2.136001, -0.603928], [-1.480952, 0.714340, -0.511678], [-3.365700, -3.062058, -1.997330], [-4.104063, -4.284421, -0.950114], [-2.785209, -3.276626, -0.339076], [-4.948793, -2.475224, 0.556976], [-5.575425, -2.268906, -1.108606], [-3.525220, 1.375681, -0.552030], [-3.703820, 1.853027, 1.880495], [-2.122648, 1.116178, 2.150927], [-1.887105, 3.586425, 2.038605], [-2.680520, 3.598871, 0.455407], [-0.235157, 3.722810, 0.181243], [-0.037687, 2.228986, 1.128331], [0.490931, 3.013701, -1.939329], [-0.023653, 1.418970, -2.553602], [2.921062, -1.287305, 1.513438], [3.144383, -1.938956, -0.109283], [5.178889, -0.121483, 1.317045], [6.682505, -0.749804, -0.587502], [5.347746, -1.713996, -1.329615], [6.574704, -2.211386, 1.475787], [5.238861, -3.164833, 0.720906], [-1.589548, 0.176659, -1.456425], [-0.826452, 0.121423, 0.147819]],
  "forces_ev_per_a": [[-0.1347, 0.3804, 0.1161], [-0.0380, -0.4863, 0.1736], [-0.1186, 0.0756, -0.3773], [0.0741, 0.4308, 0.0548], [0.0366, -0.1471, 0.1042], [0.1348, -0.2184, 0.1870], [-0.0682, 0.0803, -0.1770], [0.1820, -0.1548, 0.1055], [-0.2320, 0.2976, 0.0281], [0.0114, 0.0466, -0.0509], [-0.0261, 0.1854, -0.0353], [0.2880, -0.5244, 0.2114], [-0.4624, 0.1020, -0.3509], [-0.1939, 0.5602, -0.2258], [0.3496, 0.0055, 0.1764], [-0.1614, -0.0795, 0.0420], [0.0481, 0.1271, -0.0993], [0.0317, -0.0674, 0.1580], [0.9284, -0.4990, 0.5495], [-0.6788, 0.2563, -0.3924], [-0.2714, -0.0886, -0.0209], [0.0213, -0.0310, -0.1038], [-0.0248, -0.1313, -0.0137], [0.0645, -0.0510, 0.0369], [-0.0421, 0.0454, -0.1916], [0.0899, 0.0288, 0.1059], [0.0345, -0.0428, 0.0197], [0.0030, -0.0479, 0.0640], [-0.0280, -0.0200, 0.0395], [-0.0220, 0.0472, 0.0056], [0.0030, 0.1020, -0.0039], [0.0515, -0.0434, 0.0342], [0.0518, 0.0202, -0.0288], [-0.0195, -0.0949, -0.0719], [0.1015, 0.0778, 0.0356], [-0.0145, -0.0701, -0.0762], [-0.0033, 0.0019, 0.0331], [0.1467, -0.0260, -0.0047], [0.0696, 0.0557, 0.0481], [-0.1132, -0.0515, -0.0552], [0.0685, 0.0519, 0.0336], [-0.0993, -0.0644, -0.0416], [0.0422, -0.0526, 0.0226], [-0.0803, 0.0137, -0.0640]],
  "nbo_charge": [-0.634, -0.077, -0.508, 0.810, -0.607, -0.316, -0.396, -0.400, -0.226, -0.423, -0.272, 0.507, -0.508, 0.321, -0.439, -0.224, -0.416, -0.417, -0.162, -0.278, -0.219, 0.209, 0.216, 0.223, 0.199, 0.188, 0.226, 0.214, 0.218, 0.213, 0.203, 0.205, 0.167, 0.224, 0.230, 0.233, 0.230, 0.229, 0.218, 0.209, 0.216, 0.209, 0.208, 0.194],
  "gap_ev": 9.85,
  "total_energy_ev": -26539.9741,
  "lumo_ev": 0.8,
  "e_above_lowest_ev": 3.085
}